Entry 1:
{"formula": "C30H45EuF6N7O6PS2", "method": "wB97M-V/def2-TZVPD", "elements": ["H", "H", "H", "H", "H", "C", "C", "S", "N", "C", "F", "H", "C", "F", "H", "H", "C", "H", "H", "H", "C", "H", "C", "H", "H", "H", "N", "C", "C", "C", "O", "C", "H", "N", "H", "H", "O", "H", "N", "H", "C", "H", "H", "C", "C", "H", "C", "C", "N", "C", "H", "C", "C", "C", "H", "C", "H", "H", "C", "P", "F", "H", "O", "F", "C", "H", "H", "H", "F", "H", "F", "O", "H", "H", "H", "H", "C", "H", "H", "C", "O", "H", "H", "O", "H", "C", "S", "H", "H", "C", "H", "N", "N", "Eu", "C", "H", "C", "C"], "coordinates": [[-0.7561, -0.0493, 3.1944], [-2.5291, -2.7940, -0.4265], [3.1199, -5.4582, -3.7343], [-0.5220, -4.1325, -0.8172], [3.6426, 0.1770, 0.5914], [-3.9461, 1.6156, 1.4420], [4.2054, 0.4894, -4.0136], [1.4635, 4.3029, 2.5031], [0.5643, 4.3176, 3.7919], [3.0801, 4.7370, 3.2705], [3.0017, 5.9616, 3.7585], [-4.9371, 1.9966, 1.7151], [-2.1157, -2.6876, 0.5700], [4.0535, 4.6505, 2.4061], [0.3983, -1.9880, 4.0885], [0.3482, -1.9300, 2.2380], [0.9930, -3.3627, -2.2075], [3.1430, -1.6322, -1.6557], [-1.5777, 3.0197, -0.9373], [-2.1162, -0.5606, -1.6154], [0.6625, -5.6301, -1.4992], [-1.1301, -2.2050, 0.5341], [2.8674, -1.3400, 1.7645], [-0.0116, -1.9924, -5.0981], [2.6401, 2.9258, -0.9569], [2.4473, -3.1479, -3.8532], [2.9385, 0.0831, 1.3396], [3.1937, -0.9521, -2.4612], [1.7397, -6.0815, -2.2773], [1.9571, -3.8028, -3.1145], [-0.2657, 2.3654, 5.1839], [-4.1860, -2.5134, 2.0285], [-3.9995, -2.9606, 2.9884], [-3.6927, 0.2618, 2.0458], [2.7476, -0.9925, 3.8357], [3.3999, 0.7191, 2.0049], [-0.8794, 2.5480, 2.7729], [-1.0958, 3.8925, 0.4016], [1.9028, 2.2844, -1.2781], [2.0620, -7.1266, -2.3148], [2.2245, -1.6018, 3.0759], [-0.4345, 4.7705, -1.7610], [-4.9646, -1.7582, 2.2426], [-2.1588, -1.7500, -5.2551], [4.2929, -0.3419, -2.9715], [3.8351, -1.8333, 1.7768], [0.7192, -1.4791, 3.1692], [-0.9417, -1.7449, -4.5713], [0.2235, -0.0625, 3.1323], [0.9558, 3.1046, -2.0286], [-4.5517, -3.2594, 1.3404], [2.3310, -5.1505, -3.1117], [-0.8710, -1.3821, -3.1853], [2.9591, 0.7283, -4.6885], [-4.1537, -0.5759, -2.8125], [-1.9889, 4.2078, 4.5001], [1.4536, 3.7258, -2.7818], [-3.5324, -0.9413, 3.7004], [-3.8870, 0.0547, 3.4544], [0.5866, -1.5680, -2.2138], [3.3373, 3.8583, 4.2280], [-4.2670, -1.3759, -5.2328], [1.2732, 5.3448, 1.5221], [-2.1980, 5.1939, 3.6013], [1.7789, 0.1394, -4.1412], [2.4439, -2.6208, 3.2922], [-2.1766, -2.0003, -6.3022], [0.6556, 4.5857, -0.3895], [-3.1391, 3.5197, 4.6614], [-3.9067, 1.5839, 0.3657], [-1.7936, 4.7156, 5.6951], [-2.0667, -0.1209, 0.4718], [5.2510, -0.6397, -2.6332], [0.0833, -6.3026, -0.8592], [2.9635, 1.3037, -5.6059], [2.4246, 1.5959, -1.8475], [-2.8803, -0.5419, 1.3193], [0.3028, 2.4801, -2.6935], [-3.5066, 0.8552, 4.0518], [-2.0452, -0.8683, -2.6274], [1.6448, 2.9401, 2.0115], [-2.0403, -3.7173, 0.9977], [-3.1911, 2.3373, 1.7843], [0.4282, -0.9883, -0.8068], [5.1508, 0.9267, -4.4171], [0.0924, 4.0423, -1.1070], [-0.5407, 3.1995, 4.0144], [0.6844, 0.5404, 3.8766], [0.7690, 0.3985, -4.5147], [0.3439, -4.2975, -1.4542], [-4.9852, 0.1257, 3.6825], [-3.0152, -1.8764, 1.4329], [-0.8003, 3.2251, -0.2887], [0.3799, 1.0678, 0.8220], [-3.2592, -0.9247, -3.3787], [2.2730, -1.7969, 0.9714], [1.9341, -0.7232, -3.0630], [-3.3111, -1.3352, -4.6590]], "mol_weight_g_mol": 960.8, "charge": 1, "total_energy_ev": -121147.777, "multiplicity": 8, "gap_ev": [7.02, 9.47], "s2": 15.759, "e_lumo_ev": [-2.1, -2.1]}

Entry 2:
{"formula": "C30H45F5OP2V", "method": "wB97M-V/def2-TZVPD", "elements": ["H", "H", "H", "C", "C", "H", "C", "H", "H", "C", "C", "H", "C", "V", "H", "H", "H", "H", "C", "H", "H", "C", "F", "C", "C", "H", "H", "H", "F", "H", "H", "C", "P", "C", "H", "C", "H", "C", "C", "H", "C", "H", "F", "H", "H", "H", "H", "C", "C", "O", "C", "H", "H", "C", "H", "H", "P", "C", "C", "C", "H", "H", "C", "H", "C", "H", "H", "H", "H", "C", "C", "F", "H", "F", "C", "H", "H", "H", "H", "H", "C", "H", "C", "H"], "coordinates": [[-1.6617, 3.5663, -1.3792], [-4.4002, -2.7150, 0.7739], [-2.3073, -1.4113, -3.4176], [-2.4350, -3.5693, -0.8696], [-1.5129, -4.3615, 1.4594], [-2.1424, -4.4029, 2.3561], [1.1388, -0.8301, -1.0527], [-0.6275, 2.9455, -0.0493], [-3.6308, 0.5905, -1.8750], [2.1713, 0.1046, -0.5571], [2.1873, -2.9847, -0.0421], [-3.0014, -0.7181, 2.2336], [0.1371, -0.5500, -2.0113], [-0.9597, -2.4510, -0.3164], [0.1675, 1.6150, -2.0581], [0.5826, 0.8312, -3.5802], [-0.5229, -4.5917, -2.8277], [-3.0953, -2.4298, 2.5996], [2.1197, 6.5452, -0.4508], [-0.9558, -1.4184, -4.5414], [2.6444, -0.2676, 0.3572], [0.3415, -4.3362, -2.2069], [0.0518, 5.4737, -0.2081], [-3.6803, -1.9005, 0.5794], [3.4515, 4.1313, 0.0290], [0.4799, 2.8465, 2.4241], [-2.6936, -4.0051, -1.8435], [-1.5703, -2.9487, -3.8809], [1.4735, 7.6944, -0.7137], [-0.7204, -0.9415, 1.8273], [3.1380, -3.1797, -0.5669], [-3.5805, 1.6812, -1.6964], [1.5069, 0.6879, 2.7523], [3.5184, 6.4892, -0.4477], [0.2479, -3.2229, 2.0281], [-0.6800, -3.1191, 1.4601], [0.2976, -4.9006, -1.2698], [-0.4172, -1.7947, -2.4918], [2.0217, 4.1373, 0.0610], [-0.6846, 1.6685, 3.0633], [-1.3198, -1.7773, 1.4558], [-4.5764, 1.2353, 1.3540], [5.5230, 5.2450, -0.1948], [-4.2844, -0.9942, 0.4276], [-4.8202, 2.9688, 0.8891], [0.3926, -0.9862, 4.1053], [3.1849, 1.9663, 4.0748], [0.3406, 2.0509, 3.1723], [-2.7935, -1.7099, 1.8124], [1.3543, 3.0846, 0.3102], [-2.8455, -2.1665, -0.6521], [-4.5923, 2.1075, -1.7495], [2.4047, -2.4061, 0.8645], [-1.6518, 3.2881, -0.3123], [-3.6077, 2.5216, 2.1478], [1.7715, -3.9510, 0.2756], [-2.7796, 1.8877, -0.0439], [3.1167, 1.5188, 3.0726], [-4.0833, 2.2185, 1.1993], [-2.4261, -4.5857, 0.2306], [3.2611, 2.2962, 2.3067], [0.4846, 2.4551, 4.1853], [0.3971, -2.8780, -1.9264], [3.9130, 0.7709, 2.9419], [4.1748, 5.2870, -0.1979], [-1.9171, 4.1476, 0.3146], [-3.0990, -1.5305, -1.5088], [-3.4417, -4.7399, 0.6116], [1.2351, -4.6929, -2.7270], [1.4002, 5.3901, -0.1954], [-1.3589, -1.9048, -3.6444], [4.2202, 7.6032, -0.7210], [-0.8422, -5.2323, 1.5598], [4.0908, 2.9560, 0.2018], [-0.0673, 0.7571, -2.6929], [2.9762, 0.2196, -1.3035], [2.1516, -1.2259, 4.0807], [1.7903, 1.1118, -0.3422], [-1.0995, 0.8842, -3.0514], [1.4420, 0.0164, 5.1662], [1.3594, -0.4693, 4.1846], [-2.1260, -5.5516, -0.1996], [1.2133, -2.2679, -0.8916], [-2.9520, 2.1275, -2.4858]], "mol_weight_g_mol": 629.6, "charge": 1, "total_energy_ev": -91727.155, "multiplicity": 3, "gap_ev": [6.95, 4.52], "s2": 2.061, "e_lumo_ev": [-3.0, -5.4]}

Entry 3:
{"formula": "C30H45IrNO3P2S", "method": "wB97M-V/def2-TZVPD", "elements": ["C", "H", "H", "H", "Ir", "H", "H", "C", "C", "H", "H", "C", "H", "H", "C", "C", "H", "C", "H", "H", "C", "O", "H", "C", "N", "S", "C", "H", "C", "C", "H", "H", "C", "C", "H", "H", "C", "H", "H", "P", "H", "C", "H", "C", "H", "H", "H", "C", "P", "H", "O", "C", "H", "C", "H", "H", "C", "C", "C", "H", "H", "H", "H", "H", "H", "O", "H", "H", "C", "H", "C", "H", "H", "H", "H", "C", "C", "H", "C", "C", "H", "C", "H"], "coordinates": [[-0.8824, 0.3935, 2.8499], [-0.5445, 3.6227, -2.7684], [5.3645, 0.4938, -0.8385], [-2.3268, 1.5238, -2.4278], [-3.0742, 1.0058, 1.0319], [-4.8791, 3.0961, 0.8375], [-4.2299, -1.5650, 3.5151], [4.2333, -6.6637, -1.9113], [4.4149, 1.0470, -0.7455], [0.6119, 1.8203, 0.2411], [0.2523, 1.5870, -2.4996], [0.8803, -1.2741, 1.9653], [-2.2554, 1.4385, 4.8393], [1.7023, 4.1851, 0.3365], [-0.7560, 4.0946, -1.7968], [2.9982, 2.4683, 0.8569], [-2.6200, -2.9185, 0.4813], [-2.8424, -0.6984, 2.1397], [-4.1573, -2.3518, 1.9207], [1.0754, -2.0492, 2.7259], [1.0822, 2.3484, -0.6269], [3.2181, -3.4305, -4.9825], [-3.0967, 3.1234, -2.3100], [-2.7104, 2.2764, -1.7172], [2.3305, -2.3634, -2.7839], [3.5725, -3.0281, -3.6379], [-1.6520, 3.8719, 0.8294], [1.7123, -5.3839, 0.0368], [0.0097, 1.1265, 3.7801], [-2.3465, 0.4656, 2.9523], [2.7709, 3.6474, -0.9871], [1.0317, 1.1958, 3.3853], [-4.1210, -1.3913, 2.4382], [-1.6565, -2.7220, 0.9762], [-3.8256, 1.6635, 4.0490], [3.2849, 3.1331, 1.6927], [1.9176, -3.0657, -1.6992], [-0.3483, 2.1514, 3.9566], [-0.7439, 3.9766, 1.4331], [-4.0470, 1.5096, -0.7284], [-0.8429, -2.7590, 0.2260], [1.0682, 1.5455, -1.7423], [-1.9808, 4.8642, 0.5014], [-0.5025, -0.7317, 2.0888], [-5.3975, 0.7931, -2.6556], [-4.9650, -0.7875, 2.0916], [-1.4716, -3.5322, 1.7084], [3.5616, -4.4847, -2.6323], [-1.2972, 2.7670, -0.5668], [-5.7126, -0.1757, -1.1822], [4.8003, -2.2824, -3.4465], [4.2385, 1.8334, 0.3225], [-4.7846, 3.8409, -0.7904], [-3.0147, 0.9382, 4.2238], [4.8701, -7.5485, -2.0080], [3.5700, 1.7940, -2.5604], [4.3912, -5.5968, -2.8023], [-4.9375, 0.3231, -1.7763], [3.5393, 0.8735, -1.9492], [-6.1333, 2.7142, -0.3834], [1.6303, -0.4810, 2.0912], [4.0014, 0.0787, -2.5638], [1.0332, -1.7478, 0.9819], [-4.2408, -0.4549, -2.1124], [-2.3990, 3.4266, 1.4928], [1.1052, -2.6235, -0.8594], [1.8311, -0.3268, -2.5353], [-3.3711, 0.0702, 4.8092], [2.6043, -4.3993, -1.6511], [1.9140, -0.1365, -0.7964], [-5.0712, 2.9423, -0.2330], [2.3575, 1.6825, 1.3064], [0.1508, 4.6242, -1.4813], [3.1468, -7.4464, -0.2175], [-1.5736, 4.8128, -1.9280], [3.2580, -6.6062, -0.9009], [2.0455, 0.4275, -1.7495], [0.0872, 0.6085, 4.7534], [-1.6534, -1.4039, 1.6383], [2.1370, 3.2879, -0.1605], [5.0893, 1.9893, 1.0012], [2.4463, -5.4699, -0.7556], [5.1249, -5.6038, -3.6061]], "mol_weight_g_mol": 753.9, "charge": 1, "total_energy_ev": -71707.991, "multiplicity": 5, "gap_ev": [4.85, 4.09], "s2": 6.039, "e_lumo_ev": [-5.0, -5.7]}

Entry 4:
{"formula": "C30H45N5OS2Si4Sr", "method": "wB97M-V/def2-TZVPD", "elements": ["C", "C", "C", "H", "N", "C", "H", "C", "C", "C", "C", "H", "H", "C", "H", "C", "H", "H", "H", "C", "H", "H", "C", "H", "H", "C", "C", "H", "C", "Si", "C", "S", "H", "C", "C", "H", "Si", "H", "H", "C", "Si", "S", "O", "H", "H", "H", "C", "N", "H", "H", "H", "C", "C", "H", "H", "H", "H", "H", "H", "Sr", "H", "H", "C", "C", "H", "C", "N", "H", "C", "H", "H", "H", "H", "H", "C", "C", "H", "H", "N", "H", "C", "H", "C", "H", "Si", "N", "H", "H"], "coordinates": [[-4.4382, 4.2283, 2.7631], [3.8043, -4.3515, -0.4534], [-6.4616, 3.2742, 1.8882], [3.0435, -6.3863, 1.9127], [-0.5403, -1.7512, -5.1959], [-1.4313, 2.2898, -5.0392], [-2.7627, 4.5361, -1.1849], [-3.6915, 3.2788, 2.0849], [1.3118, -2.8269, 4.8573], [-1.4979, 3.6416, -4.7064], [4.6382, 0.4776, 3.0670], [3.7389, -3.5417, -1.1797], [0.2156, -4.9452, 1.2414], [-0.5678, 2.8098, -1.4165], [-3.1556, 4.2132, -2.8864], [1.0482, 0.0735, 4.1165], [0.2891, -3.8191, -0.1219], [2.3320, -5.3153, 3.1244], [-6.2124, 1.5772, 0.5983], [0.1462, -2.4430, -4.5855], [5.4873, -3.4117, 3.3382], [-2.0476, 0.7565, -6.3954], [5.8712, -1.2947, 0.9161], [4.8138, -4.3584, -0.0344], [4.7404, -2.4093, 4.5797], [1.4488, -4.5439, -4.2883], [3.0329, -5.3586, 2.2886], [0.8448, -5.4801, -0.3228], [-5.7126, 2.3254, 1.2037], [4.6563, -1.2748, 2.3612], [-2.9434, 4.0185, -6.5948], [1.0948, 2.6798, -1.5525], [-0.8240, 1.6130, -4.4468], [-2.1187, 1.8055, -6.1394], [-4.3268, 2.3194, 1.2987], [0.3042, 3.8637, -3.5609], [1.0226, -1.6732, 3.3923], [-4.3915, 2.6910, -1.3020], [4.1223, 1.1805, 2.4083], [-2.2548, 4.5025, -5.4890], [2.5409, -1.9189, 1.6382], [-0.5207, 1.4904, 1.0368], [0.8658, -1.7878, -2.2018], [3.6544, -5.2918, -0.9909], [2.2879, -2.6316, 5.3073], [5.6599, 0.8395, 3.2136], [0.8079, -4.6396, 0.3752], [1.8095, -5.5471, -4.7176], [-3.9386, 4.9657, 3.3775], [0.2258, 0.2080, 4.8256], [-7.5408, 3.2662, 1.8117], [-0.7448, 4.1338, -3.4968], [-2.8786, 2.6719, -6.9173], [-6.4053, 4.9667, 3.2017], [6.0845, -2.3195, 0.6050], [-2.3016, 5.5567, -5.2394], [4.0277, -5.1339, 2.6777], [-3.5280, 4.6955, -7.2036], [-1.4809, -1.7468, 3.5125], [1.3293, -0.1207, -0.6227], [6.3767, -2.0432, 4.0157], [5.4735, -0.7662, 0.0464], [-5.8245, 4.2276, 2.6659], [-0.7298, -2.0270, 2.7675], [-2.6118, 3.2712, 2.1774], [-1.3370, 2.0992, -0.2898], [-2.6472, 1.9488, -0.4545], [-0.8489, -3.0902, 2.5492], [5.3870, -2.3864, 3.6997], [4.1345, 0.5016, 4.0349], [1.3025, -3.8694, 4.5340], [0.9693, 0.8541, 3.3583], [0.5517, -2.7072, 5.6351], [1.9831, 0.2452, 4.6527], [-3.5161, 1.2983, 0.5402], [-2.6958, 3.8008, -1.9920], [-0.9527, -1.4792, 1.8473], [6.8175, -0.8226, 1.1947], [1.3355, -2.9336, -2.5764], [-4.1762, 0.6240, -0.0088], [-3.3591, 2.5169, -1.5995], [-3.4121, 2.2957, -7.7800], [0.9869, -3.2883, -3.7806], [-2.8900, 0.7043, 1.1997], [2.5431, -4.1440, 0.9286], [-1.2904, 3.5154, -2.2791], [-0.8071, 5.2197, -3.3922], [-3.3455, 1.8067, -2.4314]], "mol_weight_g_mol": 755.8, "total_energy_ev": -95356.496, "multiplicity": 1, "gap_ev": 4.19, "e_lumo_ev": -2.2}

Entry 5:
{"formula": "C30H45NO4P2Zr", "method": "wB97M-V/def2-TZVPD", "elements": ["C", "H", "C", "H", "H", "H", "C", "C", "C", "C", "P", "C", "H", "H", "H", "C", "N", "O", "C", "C", "H", "C", "C", "H", "H", "Zr", "H", "C", "H", "H", "H", "H", "H", "H", "C", "C", "H", "H", "H", "H", "C", "H", "C", "H", "H", "H", "H", "O", "C", "H", "H", "C", "H", "C", "C", "H", "H", "H", "H", "H", "H", "C", "H", "H", "H", "P", "C", "C", "C", "C", "C", "H", "C", "H", "C", "H", "C", "O", "H", "H", "H", "H", "O"], "coordinates": [[-1.3594, -3.9039, 1.9023], [-1.5829, -4.5219, 2.7900], [-0.8724, -1.4818, 2.6936], [-2.9021, 6.7354, -1.7667], [1.5120, -4.4921, 1.0478], [0.1107, 0.1352, 4.9973], [0.7738, -6.8859, -1.5329], [0.2751, 2.6419, 0.9575], [-0.4560, -2.7709, 2.2222], [-1.2182, 0.9796, -0.3486], [-2.6702, 4.2850, -1.5546], [0.7368, 5.9673, -0.8588], [1.5540, 5.4255, -3.6367], [-2.2258, 0.5475, -0.3926], [0.8210, 6.7901, -1.5787], [1.4476, -1.5887, 2.7643], [1.1873, -8.1795, -1.1101], [0.1496, -2.0363, -0.6879], [1.8152, 0.5127, -0.6991], [1.6144, 4.4444, -3.1457], [0.3010, 3.2419, 0.0211], [1.7247, 2.1848, 1.2387], [1.7142, -5.8348, -1.5251], [-0.0677, 6.1724, -0.1386], [-0.7544, 0.1656, -2.2673], [0.2062, -0.5979, 0.6615], [-2.2278, 6.2829, -0.1713], [1.7659, -4.0550, 2.0208], [-0.0026, 3.3721, 1.7368], [3.0047, -1.8000, 4.2256], [-0.4191, 1.1893, 3.6815], [-1.5148, 1.6242, 1.6678], [2.8379, -3.8290, 2.0032], [-2.0946, -5.0623, -1.7648], [1.2742, -4.5184, -1.5056], [2.8445, -1.3577, 3.2275], [2.3929, 2.9937, 0.8865], [2.6411, 4.2735, -2.7918], [1.3149, 0.9286, 3.9836], [1.2083, 2.3892, -1.5470], [0.9594, -2.8363, 2.2767], [-2.5758, -1.5527, 3.9988], [-0.6483, -2.8429, -1.4132], [3.5733, -1.8210, 2.5490], [3.0817, -0.2887, 3.3068], [1.9933, -3.7033, -1.4285], [-1.1736, 3.8936, -3.4347], [2.4063, -8.3819, -0.8960], [-3.7801, 4.4757, -3.0239], [-1.0017, 1.8779, -2.3074], [2.3621, -0.3255, -1.1470], [-2.9516, 6.0117, -0.9460], [2.7737, -6.0829, -1.5005], [0.9980, 1.3105, -1.6867], [2.1150, 0.8700, 0.6164], [1.6829, 5.8888, -0.2975], [2.9268, 0.3387, 1.1217], [-3.5444, 3.6870, -3.7470], [-1.1676, 5.6405, -2.9688], [-3.9526, 6.0589, -0.4994], [1.6000, -4.8328, 2.7828], [-0.1052, -4.2333, -1.5659], [-1.2948, -7.4416, -1.7685], [-2.9774, -1.4775, 2.2760], [1.9026, 2.1473, 2.3221], [0.4567, 4.3978, -1.7374], [-0.5436, 1.0835, -1.6964], [0.3171, -0.7432, 3.0589], [-0.8069, 1.6028, 0.8351], [-2.2747, -1.1101, 3.0357], [0.3336, 0.4434, 3.9636], [-3.6254, 5.4517, -3.4970], [-1.1431, 4.6048, -2.5847], [-4.8265, 4.3719, -2.7200], [-0.6029, -6.6114, -1.6866], [1.3605, 3.6541, -3.8682], [-1.0281, -5.2814, -1.6903], [0.3147, -9.0601, -0.9464], [-0.9130, -4.5700, 1.1517], [1.3630, 1.0759, -2.7035], [-2.3137, -3.5419, 1.4982], [-2.4009, -0.0240, 3.1256], [-1.7286, -2.4912, -1.8637]], "mol_weight_g_mol": 636.9, "charge": 2, "total_energy_ev": -61359.991, "multiplicity": 1, "gap_ev": 5.24, "e_lumo_ev": -8.1}